No. 1
An isolated molecule of C14H21N3O, computed with wB97M-V/def2-TZVPD.

energy relative to the best compared isomer or geometry (same formula, charge and spin): 0.000 eV
SMILES string: O=C(NCCc1ccncc1)NC1CCCCC1
lowest unoccupied orbital energy: 0.649 eV
gap between HOMO and LUMO: 0.3679 Eh
F_max: 0.6 eV Å⁻¹
HOMO: -9.36 eV
energy: -21377.9848 eV

Each line ends with the Mulliken charge.
Cartesian coordinates (Å):
O (-1.17621, 1.83483, -0.79023)  -0.71
C (-0.13252, 1.21008, -0.78680)  0.47
N (1.02809, 1.79140, -0.37252)  0.05
H (0.90106, 2.72944, -0.02723)  0.20
C (2.32958, 1.19380, -0.17453)  -0.18
C (2.38949, 0.36052, 1.11814)  -0.49
C (2.26822, 1.24984, 2.35189)  -0.72
C (3.38155, 2.29183, 2.36805)  -0.70
C (3.31530, 3.15410, 1.11169)  -0.56
C (3.40178, 2.28834, -0.14355)  -1.28
H (4.38115, 1.80655, -0.17609)  0.41
H (3.30318, 2.91002, -1.03541)  0.44
H (4.13647, 3.87343, 1.10796)  0.33
H (2.38386, 3.72435, 1.11494)  0.30
H (4.34945, 1.78676, 2.41243)  0.33
H (3.29094, 2.92084, 3.25541)  0.34
H (1.29715, 1.74916, 2.34351)  0.33
H (2.31888, 0.63467, 3.25240)  0.35
H (3.34050, -0.17608, 1.14541)  0.43
H (1.58434, -0.37778, 1.12053)  0.25
H (2.53954, 0.54229, -1.03462)  0.33
N (-0.03799, -0.07505, -1.25338)  -0.07
H (0.78897, -0.60934, -1.04767)  0.25
C (-1.23384, -0.82243, -1.54922)  -0.85
H (-1.03387, -1.50055, -2.38395)  0.28
H (-1.99193, -0.09603, -1.84943)  0.43
C (-1.74149, -1.61810, -0.33211)  -0.54
C (-3.02562, -2.31096, -0.66737)  0.46
C (-4.23484, -1.62424, -0.63147)  -0.37
C (-5.39447, -2.29533, -0.98112)  -0.36
N (-5.41980, -3.56420, -1.35402)  -0.63
C (-4.27148, -4.21672, -1.39328)  -0.36
C (-3.05389, -3.64267, -1.06440)  -0.38
H (-2.14454, -4.22368, -1.11117)  0.36
H (-4.33332, -5.25204, -1.70350)  0.37
H (-6.35474, -1.79650, -0.96190)  0.37
H (-4.26476, -0.58733, -0.33360)  0.41
H (-0.98438, -2.34755, -0.03258)  0.38
H (-1.89980, -0.91568, 0.48882)  0.32



No. 2
A structure of composition C14H21N7O2RuS in a non-equilibrium geometry, computed with wB97M-V/def2-TZVPD.

expectation value of S²: 8.797
lowest unoccupied orbital energy (alpha / beta): -2.064 / -4.971 eV
gap between HOMO and LUMO (alpha / beta): 0.2567 / 0.2318 Eh
F_max: 1.7 eV Å⁻¹
HOMO (alpha / beta): -9.05 / -11.28 eV
energy: -42794.3626 eV
charge: +1
2S+1: 6

Each line ends with the Mulliken charge.
Cartesian coordinates (Å):
Ru (-1.02420, -0.19931, 0.08332)  0.47
C (1.76961, 1.46497, -2.74482)  -1.68
C (0.88581, 1.28004, -1.55640)  0.25
N (-0.35558, 0.62824, -1.64434)  1.13
N (-0.83859, 0.40980, -2.84904)  -1.20
C (-2.08141, -0.03804, -2.92934)  0.41
N (-2.52556, -0.39335, -4.14785)  -0.40
S (-3.17121, -0.16859, -1.58696)  -0.35
C (1.22563, 1.73840, -0.28216)  0.88
C (2.42066, 2.44342, 0.01064)  -0.94
C (2.69320, 2.81029, 1.30204)  -0.48
C (1.77894, 2.50174, 2.31747)  -1.03
C (0.62254, 1.82167, 1.97252)  -0.14
N (0.34339, 1.44329, 0.73534)  0.23
H (1.28323, 1.08150, -3.63430)  0.38
H (2.72308, 0.94902, -2.60196)  0.35
H (1.99109, 2.52392, -2.89576)  0.43
H (-1.97692, -0.14415, -4.95654)  0.24
H (-3.50209, -0.59445, -4.26754)  0.24
H (3.10044, 2.69110, -0.79265)  0.41
H (3.60755, 3.33688, 1.54074)  0.45
H (1.96083, 2.78370, 3.34391)  0.44
H (-0.11203, 1.56287, 2.72922)  0.45
N (2.98242, -1.79779, -0.68370)  -0.39
C (1.69125, -1.74119, -0.32073)  0.43
O (1.34867, -1.22432, 0.74597)  -0.64
C (0.67647, -2.30124, -1.28865)  -0.59
C (-0.74530, -2.17199, -0.75146)  -1.18
H (3.68574, -1.46716, -0.04396)  0.27
H (3.28024, -2.28336, -1.51143)  0.23
H (0.92750, -3.35036, -1.48187)  0.59
H (0.78269, -1.77580, -2.24123)  0.29
H (-0.89822, -2.85348, 0.08735)  0.52
H (-1.46054, -2.41930, -1.52982)  0.50
O (-2.60911, 1.66827, 0.91196)  -0.45
H (-2.33225, 2.43425, 1.42764)  0.25
H (-3.03861, 2.00501, 0.11474)  0.28
N (-0.58422, -1.50418, 2.76398)  0.21
C (-1.10007, -1.83236, 3.95584)  -0.19
C (-2.43097, -1.46416, 3.94048)  -0.84
C (-2.63775, -0.90198, 2.67908)  -0.64
N (-1.50763, -0.93354, 1.97539)  0.23
H (0.34841, -1.64604, 2.39528)  0.22
H (-0.51198, -2.30491, 4.72419)  0.47
H (-3.15141, -1.58623, 4.72941)  0.41
H (-3.53373, -0.48109, 2.25599)  0.48



No. 3
An isolated molecule of C14H21NO3S, computed with wB97M-V/def2-TZVPD.

energy relative to the best compared isomer or geometry (same formula, charge and spin): 0.551 eV
SMILES string: CCOCCCNC(=O)c1ccc(SC)cc1OC
lowest unoccupied orbital energy: 0.712 eV
gap between HOMO and LUMO: 0.3216 Eh
F_max: 0.6 eV Å⁻¹
HOMO: -8.04 eV
energy: -33326.6829 eV

Each line ends with the Mulliken charge.
Cartesian coordinates (Å):
C (1.52969, 0.12793, -3.41589)  -1.11
C (2.50974, -0.93255, -2.94231)  -0.39
O (1.98894, -1.55895, -1.79227)  -0.17
C (2.83398, -2.56235, -1.27621)  -0.66
C (2.29484, -3.06364, 0.06053)  -0.61
H (1.26033, -3.38284, -0.06967)  0.25
C (2.35702, -1.99347, 1.14929)  -0.83
N (1.32772, -0.99931, 0.96419)  -0.02
C (0.57829, -0.56045, 1.99352)  0.56
O (0.80278, -0.87697, 3.15129)  -0.71
C (-0.52077, 0.39508, 1.65824)  -0.04
C (-0.87964, 1.29608, 2.65187)  -1.12
C (-1.90072, 2.21157, 2.48804)  -0.34
C (-2.60469, 2.21624, 1.29449)  0.75
C (-2.27996, 1.30971, 0.28857)  -0.89
C (-1.24641, 0.40017, 0.45212)  0.82
O (-0.90503, -0.51696, -0.49433)  -0.29
C (-1.69406, -0.63565, -1.65288)  -1.19
H (-1.66262, 0.27554, -2.25870)  0.41
H (-1.25364, -1.45855, -2.21346)  0.25
H (-2.73363, -0.87467, -1.40851)  0.45
H (-2.86062, 1.33805, -0.61956)  0.45
S (-3.93657, 3.31554, 0.92828)  -0.05
C (-4.16588, 4.25325, 2.46465)  -0.91
H (-3.27938, 4.84374, 2.67666)  0.29
H (-5.01140, 4.90973, 2.28360)  0.37
H (-4.39337, 3.57356, 3.28043)  0.30
H (-2.13410, 2.89650, 3.28588)  0.35
H (-0.32943, 1.25717, 3.57998)  0.44
H (1.08846, -0.78028, 0.00816)  0.23
H (2.20140, -2.43397, 2.13855)  0.43
H (3.34575, -1.51578, 1.14088)  0.27
H (2.89099, -3.92451, 0.36559)  0.38
H (3.85027, -2.15813, -1.13942)  0.42
H (2.90026, -3.39636, -1.99440)  0.34
H (3.48306, -0.47288, -2.70494)  0.36
H (2.67696, -1.68116, -3.73351)  0.30
H (0.59466, -0.33548, -3.71696)  0.22
H (1.32833, 0.82878, -2.61023)  0.24
H (1.94846, 0.66627, -4.26152)  0.44



No. 4
A structure of composition C14H21NPSc in a non-equilibrium geometry, computed with wB97M-V/def2-TZVPD.

lowest unoccupied orbital energy (alpha / beta): -0.572 / -0.331 eV
gap between HOMO and LUMO (alpha / beta): 0.1762 / 0.1667 Eh
F_max: 2.4 eV Å⁻¹
HOMO (alpha / beta): -5.37 / -4.87 eV
energy: -46327.9086 eV

Each line ends with the Mulliken charge.
Cartesian coordinates (Å):
C (-0.85016, -0.37580, -2.97341)  -0.13
C (-1.27900, 0.87407, -3.55646)  -1.13
C (-0.31269, 1.82141, -3.11819)  -0.14
C (0.79818, 1.17941, -2.52785)  -1.27
C (0.45127, -0.18307, -2.36559)  0.31
Sc (-0.88073, -1.95716, 0.10928)  0.14
P (-0.63909, -4.00839, -1.56054)  -0.20
H (-1.21285, -1.37570, -3.28493)  0.17
H (-2.14928, 1.20094, -4.12753)  0.39
H (-0.42865, 2.99076, -3.13393)  0.25
H (1.14315, -1.05886, -2.29237)  0.32
H (1.73950, 1.64979, -2.21333)  0.59
H (0.74794, -4.16859, -2.04713)  0.15
H (-1.53611, -4.27474, -2.71096)  0.12
H (-0.82523, -5.05389, -0.50670)  0.11
C (1.21999, 2.20296, 1.04997)  -0.64
N (-0.21191, 2.04166, 1.54991)  -0.06
C (-0.97733, 3.32730, 1.47380)  -0.89
C (-0.91433, 0.82487, 0.80920)  -0.30
C (-0.10827, -0.31583, 1.32174)  0.39
C (-0.26732, -0.80470, 2.66536)  -0.56
C (0.56659, -1.85262, 3.06684)  -0.84
C (1.41210, -2.50350, 2.18198)  -0.51
C (1.58271, -2.04485, 0.84849)  -0.80
C (0.82309, -0.95748, 0.45487)  0.43
H (1.16363, 2.39451, -0.04608)  0.24
H (1.77559, 1.27313, 1.27972)  0.22
H (1.61044, 3.05858, 1.61260)  0.40
H (-0.16032, 1.76004, 2.55688)  0.40
H (-1.05798, 3.62516, 0.40820)  0.32
H (-1.96746, 3.16527, 1.94585)  0.34
H (-0.38549, 4.04714, 2.05440)  0.38
H (-1.97761, 0.84323, 1.13532)  0.46
H (-0.82163, 0.97896, -0.29052)  -0.29
H (-0.91922, -0.25544, 3.37927)  0.39
H (0.52187, -2.18518, 4.11017)  0.37
H (2.00397, -3.34990, 2.53321)  0.36
H (2.32265, -2.53349, 0.20850)  0.50



No. 5
The ion C14H21O with charge +1 in a non-equilibrium geometry, computed with wB97M-V/def2-TZVPD.

energy relative to the best compared isomer or geometry (same formula, charge and spin): 4.852 eV
lowest unoccupied orbital energy: -6.721 eV
gap between HOMO and LUMO: 0.1799 Eh
F_max: 4.7 eV Å⁻¹
HOMO: -11.62 eV
energy: -16892.6128 eV
charge: +1

Each line ends with the Mulliken charge.
Cartesian coordinates (Å):
C (-2.94298, 1.31496, -0.48344)  -0.47
C (-1.60672, 1.36345, -0.77690)  -0.98
C (3.32389, -0.30101, -1.11024)  -0.91
C (2.09153, -0.77378, -1.22056)  -0.10
C (-3.78459, 0.25097, 0.22946)  -0.90
C (-2.92603, -0.78837, 1.07323)  -0.68
C (-2.14961, -1.74542, 0.24961)  -0.58
C (-1.40086, -1.18248, -0.97958)  -0.79
C (2.71517, 1.36828, 0.65629)  -1.03
C (1.29231, 1.40210, 0.01716)  -0.71
C (3.70981, -0.94667, 1.13287)  -0.38
C (-0.67474, 0.14312, -0.93552)  0.35
C (3.70934, 0.15830, 0.26918)  0.47
C (0.53465, 0.09472, 0.17869)  -0.21
O (1.37490, -1.04729, -0.05594)  -0.47
H (-3.50725, 2.34029, -0.69238)  0.25
H (-1.11907, 2.25403, -1.01674)  0.50
H (3.86301, 0.16343, -1.93759)  0.39
H (1.73345, -1.09220, -2.14041)  0.62
H (-4.45798, 0.75510, 0.91983)  0.47
H (-4.48908, -0.21908, -0.53905)  0.32
H (-2.43726, -0.00121, 1.71045)  0.18
H (-3.58982, -1.24625, 1.82623)  0.51
H (-1.54044, -2.19821, 1.08443)  0.12
H (-2.93632, -2.44235, -0.04506)  0.47
H (-0.54627, -1.77229, -1.46492)  0.34
H (-2.17318, -1.02117, -1.84206)  0.31
H (2.96397, 2.37328, 0.25728)  0.44
H (2.65902, 1.20642, 1.78126)  0.31
H (1.01559, 2.28397, 0.62849)  0.47
H (1.50713, 1.55716, -1.07441)  0.42
H (4.03175, -1.95995, 0.79937)  0.28
H (3.40897, -1.04596, 2.19110)  0.27
H (-0.29791, 0.42451, -1.87996)  0.62
H (4.80085, 0.68239, 0.28535)  0.44
H (-0.04238, -0.14483, 1.10417)  0.65